Density functional theory data (ωB97M-V with the def2-TZVPD basis set) for a single C4H7ClOS molecule in a non-equilibrium geometry.

Results
- Charge: 0
- SMILES: SC1(CCl)COC1

Atoms and positions in Å:
S1 0.2284 0.6821 -2.0221
C1 -0.1205 0.1635 -0.2511
C2 1.0416 0.5284 0.4171
Cl1 1.2817 -0.3407 2.0139
C3 -1.4501 0.6491 0.2125
O1 -2.1556 -0.7102 -0.1054
C4 -0.7922 -1.3149 -0.3239
H1 1.0529 -0.6071 -2.1042
H2 0.8026 1.7495 0.6171
H3 1.9167 0.3404 -0.0974
H4 -1.1661 0.7055 1.3471
H5 -1.6378 1.8124 -0.3128
H6 -0.8391 -1.6258 -1.2825
H7 -0.4004 -1.9731 0.4661


Density functional theory data (ωB97M-V with the def2-TZVPD basis set) for 2 unconnected molecules or ions with the total composition C4H7ClS in a non-equilibrium geometry.

Results
- Charge: 0

Atoms and positions in Å:
C1 -2.4599 -0.0923 -0.8646
C2 1.9369 0.6477 0.3091
C3 0.7196 -0.1653 0.4391
C4 0.5533 -1.3240 -0.2025
S1 -2.4766 0.8728 0.5684
Cl1 -0.9751 -2.0973 -0.4437
H1 -1.5403 0.0775 -1.3555
H2 2.1840 1.1233 1.2320
H3 1.7286 1.3544 -0.3811
H4 2.9351 0.0382 0.0798
H5 -3.8978 1.0323 0.6145
H6 -0.1299 0.3859 0.7591
H7 1.4222 -1.8533 -0.7546


Density functional theory data (ωB97M-V with the def2-TZVPD basis set) for a single C4H7ClS molecule in a non-equilibrium geometry.

Results
- Charge: 0
- SMILES: S=CCCCCl

Atoms and positions in Å:
S1 3.1374 -1.1081 0.0291
C1 1.5663 -0.9078 -0.2511
C2 0.8962 0.5770 -0.1501
C3 -0.5728 0.7762 -0.3390
C4 -1.5250 -0.1289 0.5498
Cl1 -2.4081 -1.4142 -0.1985
H1 0.9146 -1.7966 -0.4548
H2 1.5819 1.0638 -0.8779
H3 1.1975 0.7618 0.8676
H4 -0.7353 0.5768 -1.3458
H5 -0.8925 1.7911 -0.1826
H6 -2.2252 0.4312 1.0398
H7 -0.9351 -0.6223 1.3137


Density functional theory data (ωB97M-V with the def2-TZVPD basis set) for a single C4H7ClS molecule in a non-equilibrium geometry.

Results
- Charge: 0
- SMILES: C/C(Cl)=C/CS

Atoms and positions in Å:
C1 1.9239 0.0595 -1.1532
C2 0.5011 0.2156 -0.6750
Cl1 -0.4616 0.6806 -2.0266
C3 -0.0255 0.1256 0.5664
C4 -1.5861 0.2656 0.7835
S1 -2.5008 -1.2129 1.2903
H1 2.6038 -0.0849 -0.2327
H2 2.2169 0.8826 -1.7236
H3 2.1148 -0.8195 -1.8335
H4 0.7181 -0.0945 1.2605
H5 -1.7328 1.0601 1.5098
H6 -1.8475 0.3605 -0.2320
H7 -1.9244 -1.4383 2.4662


Record order is preserved below.
Calculated total energy: -1090.0766 -1014.8086 -1014.9337 -1014.9446 a.u.
Record order is preserved below.
Energy relative to the best compared isomer or geometry (same formula, charge and spin): 392.0 420.8 92.2 63.7 kJ/mol
Record order is preserved below.
HOMO level: -0.355 -0.314 -0.323 -0.336 Eh